This record from the Open Molecules 2025 dataset describes a structure of composition C7H12BCrF4IN5O7P2S in a non-equilibrium geometry. The level of theory is ωB97M-V with the def2-TZVPD basis set.

ORCA input file:
```
! RIJCOSX wB97M-V def2-TZVPD def2/J DEFGRID3
* xyz -1 5
Cr 0.10954 1.18224 0.25094
O 0.64564 4.88224 -1.36156
P 0.05344 3.44504 -1.00866
O 0.49364 2.39474 -1.94716
O 0.20654 3.19574 0.48224
O -1.54576 3.73424 -1.20226
P -2.45846 2.61534 -0.44056
O -2.32696 3.05674 1.10064
O -3.85566 2.61514 -0.86976
O -1.70726 1.29154 -0.58706
H 1.55884 4.72114 -1.59946
H -1.38536 3.26084 1.25234
C 3.83474 -3.17346 0.21724
C 2.53844 -3.34396 1.01214
C 1.47844 -2.51836 0.38634
N 1.07194 -1.39366 0.82224
N 0.19264 -0.76526 0.03884
C -0.13706 -1.44846 -1.03706
N -1.10836 -1.07066 -1.88496
S 0.70624 -2.97006 -1.14036
H 4.64674 -3.73016 0.67854
H 4.09854 -2.11966 0.17684
H 3.69344 -3.53646 -0.79766
H 2.67724 -2.99236 2.03534
H 2.23444 -4.39346 1.02154
H -1.40806 -0.10126 -1.75636
H -1.10036 -1.43836 -2.81976
F 2.00704 1.24214 1.18544
B 2.90374 1.44174 0.05244
F 2.79224 2.74054 -0.36336
F 2.44074 0.54584 -0.90346
F 4.17394 1.13334 0.42584
I -3.33426 -3.53566 -0.44776
C -3.07186 -1.75646 0.59614
C -3.80186 -0.60576 0.40894
N -3.32176 0.27594 1.29554
N -2.30926 -0.21546 2.00054
C -2.15276 -1.46516 1.60954
H -4.58886 -0.37296 -0.27596
H -3.53266 1.26204 1.32654
H -1.41156 -2.08966 2.06714
*
```

Energy above the lowest of the compared OMol25 structures with the same formula, charge and spin ... 99.9 kJ/mol
Highest occupied orbital energy (spin up / spin down) ... -5.51 / -6.51 eV
F_max ... 0.03999 Eh/bohr
Kohn-Sham gap (spin up / spin down) ... 0.2748 / 0.3115 Eh
E ... -106736.4595 eV

Atom charges from the natural (NBO) analysis, given in e for atoms 1 to 6:
1. Cr 1.271
2. O -0.978
3. P 2.513
4. O -1.114
5. O -1.145
6. O -1.067